[1]
{"formula": "C34H68F3N7O9", "method": "ωB97M-V with the def2-TZVPD basis set", "charge": 0, "homo_ev": -8.34, "smiles": "COC[C@]1(CCCCCN)C(=O)O[C@@H](CCC(F)=C(F)F)[C@@H]1C.CNC(C)=O.CNC(C)=O.CNC(C)=O.CNC(C)=O.CNC(C)=O.CNC(C)=O", "largest_force_ha_per_bohr": 0.1638, "orbital_gap_ev": 7.06, "symbols": ["C", "O", "C", "C", "C", "C", "C", "C", "C", "N", "C", "O", "O", "C", "C", "C", "C", "F", "C", "F", "F", "C", "C", "H", "H", "H", "H", "H", "H", "H", "H", "H", "H", "H", "H", "H", "H", "H", "H", "H", "H", "H", "H", "H", "H", "H", "H", "H", "H", "C", "N", "C", "C", "O", "H", "H", "H", "H", "H", "H", "H", "C", "N", "C", "C", "O", "H", "H", "H", "H", "H", "H", "H", "C", "N", "C", "C", "O", "H", "H", "H", "H", "H", "H", "H", "C", "N", "C", "C", "O", "H", "H", "H", "H", "H", "H", "H", "C", "N", "C", "C", "O", "H", "H", "H", "H", "H", "H", "H", "C", "N", "C", "C", "O", "H", "H", "H", "H", "H", "H", "H"], "xyz": [[2.59508, 1.31166, 2.40798], [1.56492, 0.26271, 2.36271], [1.53845, -0.44458, 1.07310], [0.21018, -0.04323, 0.18717], [0.61971, 0.09810, -1.41629], [1.64984, 1.33293, -1.73468], [0.98630, 2.83423, -1.60351], [1.52622, 3.86904, -2.77293], [1.95648, 5.34479, -2.14218], [0.74477, 6.24507, -1.90643], [-0.66636, 1.16299, 0.87123], [-0.34063, 2.38485, 1.30066], [-2.08326, 0.81100, 1.05122], [-2.49655, -0.34232, 0.23726], [-3.37248, -0.12399, -1.13091], [-4.11057, 1.33508, -1.26013], [-4.98230, 1.78890, 0.05354], [-4.35690, 2.83497, 0.93549], [-6.29801, 1.24020, 0.48026], [-6.42193, -0.09501, 1.16858], [-7.59263, 1.99011, 0.30519], [-1.03948, -1.15056, 0.09551], [-1.09297, -2.33222, 1.26513], [2.19231, 2.33108, 1.95695], [2.91224, 1.54967, 3.53407], [3.58934, 1.05946, 1.84497], [1.60035, -1.60807, 1.33377], [2.52972, -0.23127, 0.44376], [1.18953, -0.91224, -1.69336], [-0.35224, 0.18408, -2.09668], [2.62394, 1.34411, -1.05961], [2.04415, 1.20315, -2.84737], [1.33022, 3.28736, -0.55460], [-0.18040, 2.74696, -1.57504], [2.44691, 3.33091, -3.28215], [0.66235, 3.94443, -3.56796], [2.57301, 5.14663, -1.14950], [2.61372, 5.90279, -2.95679], [0.25846, 6.43251, -2.82045], [0.02089, 5.77021, -1.31433], [-3.22958, -1.01095, 0.89673], [-4.18128, -0.98703, -1.27231], [-2.64491, -0.23888, -2.06822], [-4.86092, 1.25020, -2.18416], [-3.35537, 2.19523, -1.51646], [-0.93053, -1.78207, -0.91070], [-0.71107, -1.83491, 2.27639], [-0.26819, -3.12569, 0.93228], [-2.14088, -2.84442, 1.36611], [0.68829, 8.10805, 2.56472], [0.11973, 8.44950, 1.28253], [-1.09516, 9.01518, 1.02529], [-1.98106, 9.33770, 2.19840], [-1.43288, 9.24427, -0.13293], [1.62661, 8.65626, 2.67736], [0.89445, 7.03503, 2.57016], [0.02358, 8.35335, 3.39464], [0.66212, 8.25977, 0.44761], [-2.91350, 9.78237, 1.84145], [-2.22070, 8.42282, 2.74621], [-1.48310, 10.05634, 2.85425], [3.40245, -6.83198, 2.28568], [3.10341, -5.62705, 1.54907], [2.11442, -5.42680, 0.63043], [1.20151, -6.58224, 0.31969], [1.99265, -4.33172, 0.08822], [3.32609, -6.60635, 3.35195], [4.42812, -7.12743, 2.05198], [2.72458, -7.65084, 2.03925], [3.67877, -4.80801, 1.70853], [0.46496, -6.27599, -0.42750], [1.78092, -7.41551, -0.08589], [0.67048, -6.89053, 1.22386], [7.72768, 3.68126, -2.38006], [6.36587, 3.32634, -2.70156], [5.25024, 3.49129, -1.93326], [5.42023, 4.11754, -0.57535], [4.15464, 3.13302, -2.35673], [8.08217, 4.38732, -3.13471], [8.33440, 2.77350, -2.42203], [7.81888, 4.13244, -1.39067], [6.17743, 2.89954, -3.60135], [4.44870, 4.18479, -0.07917], [6.08116, 3.50061, 0.03874], [5.82698, 5.12665, -0.67925], [-0.19755, 6.24483, 7.70391], [-0.49659, 7.44976, 6.96730], [-1.48558, 7.65001, 6.04866], [-2.39849, 6.49457, 5.73792], [-1.60735, 8.74509, 5.50644], [-0.27391, 6.47046, 8.77018], [0.82812, 5.94938, 7.47021], [-0.87542, 5.42597, 7.45748], [0.07877, 8.26880, 7.12676], [-3.13504, 6.80082, 4.99072], [-1.81908, 5.66130, 5.33233], [-2.92952, 6.18628, 6.64208], [-3.09578, -8.42638, -1.72306], [-2.66443, -7.28838, -0.94670], [-3.34204, -6.12837, -0.70724], [-4.71267, -5.97949, -1.31074], [-2.83035, -5.24924, -0.01925], [-3.09732, -9.30241, -1.07019], [-2.37577, -8.57949, -2.53056], [-4.09179, -8.28892, -2.14714], [-1.75010, -7.31975, -0.51046], [-5.12997, -5.00746, -1.03576], [-4.64716, -6.03293, -2.40042], [-5.37425, -6.76126, -0.92902], [-1.93685, -11.26840, -6.60082], [-1.90688, -10.48025, -5.39178], [-1.10591, -10.64627, -4.29953], [-0.11804, -11.78147, -4.32040], [-1.20577, -9.88249, -3.34314], [-1.72290, -10.60663, -7.44340], [-2.94234, -11.68121, -6.71254], [-1.21057, -12.08270, -6.58626], [-2.54631, -9.69824, -5.30891], [0.44934, -11.79004, -3.38626], [-0.64706, -12.73333, -4.41342], [0.58166, -11.65067, -5.14977]], "lowdin_charge": [-0.126, -0.238, -0.124, -0.191, -0.134, -0.198, -0.201, -0.211, -0.269, -0.056, -0.165, -0.015, -0.040, -0.231, -0.133, -0.115, -0.050, -0.053, 0.001, -0.032, -0.037, -0.203, -0.076, 0.095, 0.107, 0.089, 0.140, 0.127, 0.140, 0.122, 0.102, 0.117, 0.106, 0.101, 0.076, 0.106, 0.102, 0.118, 0.071, 0.069, 0.153, 0.133, 0.113, 0.130, 0.134, 0.147, 0.101, 0.077, 0.080, -0.080, 0.002, -0.550, -0.014, 0.010, 0.080, 0.081, 0.058, 0.127, 0.085, 0.074, 0.085, -0.084, -0.001, -0.542, -0.012, 0.010, 0.084, 0.083, 0.076, 0.143, 0.078, 0.087, 0.089, -0.082, 0.004, -0.507, -0.003, -0.003, 0.084, 0.084, 0.076, 0.145, 0.074, 0.086, 0.090, -0.083, -0.002, -0.546, -0.008, 0.011, 0.083, 0.083, 0.077, 0.142, 0.085, 0.089, 0.086, -0.086, 0.010, -0.547, -0.016, 0.009, 0.088, 0.044, 0.076, 0.125, 0.082, 0.083, 0.084, -0.080, 0.004, -0.521, -0.009, 0.004, 0.085, 0.085, 0.077, 0.146, 0.087, 0.087, 0.087]}

***

[2]
{"formula": "C9H18N3OS", "method": "ωB97M-V with the def2-TZVPD basis set", "charge": 1, "de_lowest_kj_mol": 572.56, "homo_ev": [-11.81, -11.36], "smiles": "C[C@@H]1NCC/[N+]1=C1/C[N@@+]1(C)CCS[O-]", "largest_force_ha_per_bohr": 0.0832, "orbital_gap_ev": [7.93, 7.37], "symbols": ["C", "C", "N", "C", "C", "N", "C", "C", "N", "C", "C", "C", "S", "O", "H", "H", "H", "H", "H", "H", "H", "H", "H", "H", "H", "H", "H", "H", "H", "H", "H", "H"], "xyz": [[1.64720, 1.43270, 1.93403], [2.02193, 0.62584, 0.65623], [2.69066, 1.55379, -0.25422], [2.63470, 0.80504, -1.44015], [1.16750, 0.50244, -1.48997], [0.89599, 0.09395, -0.10250], [-0.32795, -0.08326, 0.38418], [-0.92221, -0.50699, 1.64023], [-1.33733, -1.16701, 0.36187], [-0.87269, -2.55062, 0.09537], [-2.64477, -0.90212, -0.15930], [-2.58141, -0.11214, -1.45549], [-2.06723, 1.65703, -0.92692], [-3.10389, 1.95886, 0.05920], [1.11229, 2.30089, 1.58339], [2.51679, 1.71973, 2.54284], [1.03991, 0.89313, 2.64092], [2.55082, -0.31603, 1.07589], [3.53614, 1.84972, 0.12483], [3.22782, -0.11811, -1.58418], [2.85043, 1.48882, -2.22318], [0.71493, 1.51713, -1.74128], [0.90575, -0.20993, -2.35628], [-0.37611, -1.14538, 2.40514], [-1.58565, 0.12809, 2.24793], [-1.59430, -3.32787, 0.53471], [-0.95425, -2.66664, -1.09058], [0.27866, -2.79860, 0.39436], [-3.20558, -0.27858, 0.55010], [-3.10849, -1.81412, -0.39238], [-1.64149, -0.30592, -1.99965], [-3.46818, -0.22382, -2.01512]], "lowdin_charge": [-0.015, -0.342, 0.032, -0.238, -0.139, -0.011, -0.233, 0.020, -0.214, 0.008, -0.201, -0.279, 0.961, -0.557, 0.088, 0.096, 0.055, 0.175, 0.118, 0.138, 0.120, 0.128, 0.154, 0.160, 0.148, 0.126, 0.145, 0.161, 0.128, 0.117, 0.067, 0.085]}

***

[3]
{"formula": "C3H5NO2", "method": "ωB97M-V with the def2-TZVPD basis set", "charge": 0, "de_lowest_kj_mol": 585.50, "homo_ev": [-9.62, -10.21], "largest_force_ha_per_bohr": 0.0226, "orbital_gap_ev": [8.65, 9.22], "symbols": ["O", "C", "C", "O", "C", "N", "H", "H", "H", "H", "H"], "xyz": [[1.80312, -0.19321, 0.96966], [0.86217, -0.68646, 0.04745], [-0.49511, -0.29689, 0.53407], [-1.11691, 1.56063, -0.61096], [-1.61272, -0.53074, -0.21123], [-2.32935, 0.03992, -0.98318], [2.68300, -0.29204, 0.58860], [0.98458, -0.26645, -0.96097], [0.90824, -1.78544, -0.03459], [-0.59761, -0.03867, 1.58571], [-1.08943, 2.48935, -0.92455]], "lowdin_charge": [-0.050, -0.258, -0.002, -0.204, -0.211, 0.203, 0.097, 0.137, 0.134, 0.135, 0.020]}

***

[4]
{"formula": "C5H11NOS", "method": "ωB97M-V with the def2-TZVPD basis set", "charge": 0, "de_lowest_kj_mol": 513.98, "homo_ev": -9.14, "largest_force_ha_per_bohr": 0.0983, "orbital_gap_ev": 7.51, "symbols": ["C", "N", "C", "C", "S", "C", "O", "C", "H", "H", "H", "H", "H", "H", "H", "H", "H", "H", "H"], "xyz": [[0.18316, 1.66837, -0.00848], [-0.46425, 0.43268, -0.14176], [0.26716, -0.72713, 0.38479], [-0.59031, -2.08308, 0.38933], [0.44782, -3.32394, 1.02752], [1.66340, -0.92900, -0.30229], [2.57266, -0.12381, -0.21696], [-0.70058, 2.70548, -0.55234], [0.40416, 1.82238, 1.05917], [1.20103, 1.83892, -0.52810], [-1.30836, 0.53277, 0.35574], [0.56392, -0.53899, 1.47568], [-1.44861, -1.94952, 1.09500], [-1.10686, -2.21803, -0.60388], [-0.67182, -4.19673, -0.39331], [1.68850, -1.78029, -1.00848], [-0.33143, 3.60766, -0.05518], [-1.78934, 2.48530, -0.31280], [-0.58025, 2.77696, -1.66364]], "lowdin_charge": [-0.376, -0.048, -0.376, -0.719, 0.661, -0.242, 0.041, -0.117, 0.118, 0.143, 0.095, 0.150, 0.067, 0.069, 0.164, 0.108, 0.076, 0.094, 0.091]}